Entry from the OMol25 dataset: C15H28CrNO as an isolated structure (the ωB97M-V functional and the def2-TZVPD basis).

```
46
Properties=species:S:1:pos:R:3:forces:R:3:mulliken_charge:R:1
C 1.231437 2.083561 -0.626599 3.4 2.7 0.3 -0.749
H 2.031402 2.405991 0.128217 -0.8 0.0 -1.8 0.584
H 1.739165 1.760933 -1.646995 -0.8 0.2 1.7 0.260
H 1.261330 0.685324 1.038012 0.7 0.2 -0.6 0.103
C 0.115707 3.177430 -0.770567 -0.4 -1.6 1.3 -0.274
H -0.869702 2.751448 -1.114212 0.7 0.3 0.0 0.308
H -0.049080 3.536237 0.256859 -0.2 0.0 -0.4 0.376
C 0.607939 4.299583 -1.658564 0.3 0.1 -0.3 -1.278
H -0.211706 4.997704 -1.793664 0.0 0.1 -0.2 0.381
H 1.437892 4.841228 -1.195869 -0.1 -0.2 0.0 0.353
H 0.957220 3.914959 -2.620941 -0.2 0.2 0.0 0.333
C -0.786872 -1.617507 0.164308 -0.2 0.8 -1.4 1.508
C -1.452895 -0.797037 -0.818983 2.4 -1.0 -1.5 0.798
C -0.485904 -0.581818 -1.953705 -2.9 -0.6 2.1 0.929
C 0.768074 -1.160941 -1.576062 0.9 -1.4 2.9 0.219
C 0.627060 -1.734918 -0.207335 -0.4 -0.4 -2.9 0.375
C 1.568302 -2.688120 0.430271 0.1 0.7 0.2 -1.758
C 1.976961 -1.298822 -2.429964 -0.4 0.1 0.1 -1.483
C -0.843388 0.056244 -3.242354 0.2 0.0 0.6 -1.560
C -2.899714 -0.547006 -0.861066 -0.2 0.5 0.3 -1.997
C -1.461173 -2.365523 1.228951 0.3 0.3 0.6 -1.660
Cr 0.413784 0.499662 -0.271383 -3.1 -0.9 0.6 -0.125
H 2.843859 -1.620470 -1.865024 0.1 -0.1 0.0 0.416
H 1.726238 -2.047932 -3.173440 0.2 -0.2 -0.3 0.400
H 2.200496 -0.368049 -2.935259 0.1 0.1 -0.3 0.328
H 2.571909 -2.451249 0.126319 0.6 0.0 0.0 0.480
H 1.498655 -2.635508 1.508944 0.0 -0.1 0.2 0.414
H 1.374838 -3.716516 0.129409 -0.2 -0.1 -0.2 0.325
H -2.221050 -1.768955 1.704112 -0.5 0.4 0.0 0.434
H -1.949162 -3.272449 0.883293 -0.1 -0.1 -0.5 0.343
H -0.785329 -2.668216 2.008825 0.5 -0.2 0.3 0.452
H -3.114499 0.293114 -1.487019 -0.3 0.6 -0.4 0.470
H -3.494495 -1.377180 -1.229876 0.2 -0.4 -0.1 0.329
H -3.263134 -0.305909 0.122760 -0.2 0.1 0.5 0.480
H -0.053375 0.720468 -3.560328 0.3 0.2 -0.3 0.366
H -0.931944 -0.734770 -3.975833 -0.1 -0.2 -0.4 0.390
H -1.777466 0.607375 -3.199618 -0.1 -0.1 0.0 0.379
C -0.794395 -0.078476 4.611035 -0.5 0.5 -0.1 -1.220
C -0.151865 0.178284 3.255641 0.7 -1.1 1.4 0.809
N 1.082826 -0.386677 3.176286 -0.4 0.9 -2.0 -0.212
O -0.695738 0.758925 2.319960 0.0 -0.1 -0.7 -0.527
H -0.060515 -0.121427 5.433437 -0.3 0.0 -0.5 0.418
H -1.352946 -1.029556 4.585029 0.2 0.3 -0.1 0.278
H -1.504204 0.735078 4.790772 0.1 -0.3 0.1 0.348
H 1.643669 -0.157807 2.347908 -0.2 -0.3 0.8 0.231
H 1.531793 -0.770702 3.964318 0.4 -0.3 0.9 0.224
```
Forces are in eV/Å.

Its expectation value of S² is 3.89. Its multiplicity is 4. Its HOMO-LUMO gap (spin up / spin down) is 0.25237 / 0.19750 hartree. As for the total energy: -1762.047856 hartree. As for the energy relative to the best compared isomer or geometry (same formula, charge and spin): 2.63 kJ/mol. As for the net charge: +2.

=====

Entry from the OMol25 dataset: C15H28NNdO as an isolated structure (the ωB97M-V functional and the def2-TZVPD basis).

```
46
Properties=species:S:1:pos:R:3:forces:R:3:mulliken_charge:R:1
C 2.091253 2.552492 0.162428 0.1 -0.3 0.1 -1.284
H 2.474793 3.484435 0.595140 -0.3 -0.2 -0.1 0.442
H 2.677836 2.338774 -0.740574 0.0 0.1 0.4 0.321
H 2.277667 1.780497 0.898411 0.1 -0.4 0.1 0.292
C 0.624753 2.663577 -0.268682 0.4 0.5 -0.6 1.410
H 0.465473 1.893516 -1.066658 -0.1 0.4 0.3 -0.768
H -0.148134 2.492687 0.507356 0.4 0.3 0.4 -0.024
C 0.460876 4.068978 -0.882194 -0.7 0.3 -0.5 -1.451
H -0.592367 4.371865 -0.965316 0.3 -0.1 -0.2 0.360
H 0.963314 4.870505 -0.321313 -0.1 -0.6 0.2 0.382
H 0.914912 4.103812 -1.882839 -0.2 -0.1 0.2 0.360
C -0.799756 -2.132215 -0.783849 0.8 0.5 -0.5 0.731
C -1.137899 -1.320061 -1.927954 1.0 0.2 0.9 0.328
C -0.009587 -0.486679 -2.220193 -0.2 -0.8 0.5 0.023
C 1.033868 -0.810268 -1.307280 -0.8 -1.2 -0.3 1.314
C 0.541841 -1.803021 -0.391516 -0.3 -0.4 -1.3 0.354
C 1.396829 -2.649620 0.493348 0.4 -0.1 0.6 -1.912
C 2.465407 -0.570880 -1.613197 0.8 0.4 0.2 -1.622
C 0.110321 0.505234 -3.316519 0.0 0.4 -0.3 -1.634
C -2.536918 -1.018729 -2.324429 -0.1 -0.1 -0.6 -1.305
C -1.739751 -2.993656 -0.014153 0.0 -0.5 0.1 -1.123
Nd -1.181720 0.097220 0.046773 0.2 1.0 0.6 1.597
H 3.127330 -0.918760 -0.815108 -0.1 0.2 -0.1 0.385
H 2.759772 -1.129870 -2.518402 -0.3 0.1 0.3 0.345
H 2.694454 0.480242 -1.813666 0.0 -0.2 0.0 0.270
H 2.309284 -2.119891 0.801543 -0.3 -0.2 0.0 0.418
H 0.869796 -2.965108 1.405644 0.1 0.0 -0.2 0.347
H 1.718673 -3.573305 -0.029252 -0.2 0.5 0.2 0.329
H -2.706929 -2.499784 0.191943 0.0 -0.1 0.0 0.246
H -1.961398 -3.905891 -0.589276 -0.2 0.3 0.2 0.399
H -1.302055 -3.312977 0.941874 -0.2 0.1 -0.3 0.282
H -2.611440 -0.115648 -2.942776 0.0 -0.2 0.1 0.334
H -2.929521 -1.853557 -2.920298 -0.3 0.2 0.3 0.390
H -3.213043 -0.891036 -1.447266 0.0 -0.1 -0.2 0.347
H 0.701465 1.371263 -2.995912 0.0 -0.1 -0.2 0.312
H 0.612553 0.083855 -4.200166 -0.2 0.0 0.2 0.359
H -0.868452 0.870882 -3.636304 0.1 0.0 -0.1 0.322
C -1.741080 0.681042 4.589906 -0.3 -0.2 0.3 -1.182
C -1.053274 -0.227068 3.617331 0.9 -0.8 -0.6 0.708
N -0.160945 -1.084281 4.124358 -0.9 0.7 -0.3 -0.252
O -1.225884 -0.200223 2.343595 0.1 0.4 0.9 -0.633
H -1.998955 0.094163 5.496128 0.2 0.5 -0.4 0.399
H -2.665491 1.114302 4.192084 0.4 -0.1 0.0 0.333
H -1.043824 1.488797 4.877502 -0.3 -0.3 -0.1 0.328
H 0.408696 -1.662653 3.521443 -0.1 0.0 0.1 0.189
H -0.072733 -1.162973 5.128269 0.2 -0.1 -0.1 0.234
```
Forces are in eV/Å.

Its expectation value of S² is 3.76. Its multiplicity is 4. Its HOMO-LUMO gap (spin up / spin down) is 0.28880 / 0.31163 hartree. As for the total energy: -1279.251837 hartree. As for the net charge: +2.

=====

Entry from the OMol25 dataset: a 2-piece molecular cluster, C15H28O4 overall (the ωB97M-V functional and the def2-TZVPD basis).

```
47
Properties=species:S:1:pos:R:3:forces:R:3:mulliken_charge:R:1
C 4.400706 -3.047971 -1.119834 0.1 0.1 0.2 -1.198
C 4.805577 -1.695879 -1.726093 -0.1 -0.1 0.1 -0.235
C 4.238938 -1.406993 -3.120055 0.3 -0.3 0.1 -0.797
C 2.722727 -1.437554 -3.285512 0.0 0.5 0.0 -0.642
C 1.956767 -0.289148 -2.612116 0.1 -0.1 -0.1 -0.321
C 1.876134 -0.379606 -1.075653 -0.1 0.3 -0.6 -0.739
C 0.535958 -0.078887 -0.452263 -0.1 -0.1 0.4 -0.028
O 0.226701 1.330277 -0.263719 0.2 -0.3 0.3 -0.449
C -1.053857 1.316291 0.191638 -0.2 0.5 0.0 0.390
O -1.551235 2.159936 0.871824 0.1 -0.2 -0.3 -0.541
O -1.686682 0.204294 -0.235022 0.0 -0.3 0.0 -0.378
C -0.755167 -0.525060 -1.090502 -0.2 0.4 0.1 0.035
C -1.010733 -2.003959 -1.143619 -0.1 -0.3 -0.4 -0.331
C -2.207795 -2.409543 -2.027675 0.0 0.1 0.4 -1.248
H 3.457017 -3.429166 -1.506560 0.0 0.0 0.0 0.280
H 5.160233 -3.811019 -1.289597 0.0 0.0 -0.1 0.376
H 4.291532 -2.963024 -0.036962 0.0 0.0 0.0 0.275
H 4.541773 -0.897661 -1.030801 -0.1 0.1 -0.1 0.170
H 5.894792 -1.674498 -1.793897 0.0 0.1 0.0 0.403
H 4.623704 -0.437833 -3.447556 -0.1 0.1 -0.1 0.331
H 4.670875 -2.146506 -3.802620 0.0 0.0 -0.1 0.358
H 2.305005 -2.389975 -2.954226 0.0 -0.1 0.0 0.158
H 2.521829 -1.354523 -4.356674 0.0 -0.2 0.0 0.354
H 2.414663 0.655914 -2.911743 0.0 0.0 0.0 0.367
H 0.956349 -0.277497 -3.049289 0.0 0.0 0.1 0.251
H 2.616842 0.291728 -0.640632 0.0 -0.1 0.2 0.386
H 2.135734 -1.389250 -0.752728 0.0 0.0 0.0 0.396
H 0.535018 -0.505200 0.559947 0.1 -0.1 0.0 0.511
H -0.883439 -0.055955 -2.069036 0.2 -0.2 -0.2 0.320
H -1.110975 -2.418242 -0.140836 0.0 0.1 0.1 0.443
H -0.103116 -2.443660 -1.567769 0.1 0.0 0.1 0.064
H -1.922398 -3.162985 -2.757505 0.0 0.0 -0.1 0.368
H -2.606533 -1.545182 -2.556194 0.0 0.0 -0.1 0.362
H -3.012900 -2.821453 -1.422623 -0.1 0.0 0.0 0.299
C -2.910484 3.163016 3.556794 0.0 0.0 0.1 -0.355
C -4.422449 3.191598 3.355207 0.0 0.1 0.0 -0.558
C -4.922763 2.686322 4.702161 0.0 0.0 0.0 -0.391
O -3.966971 3.115700 5.673201 0.0 0.0 0.0 -0.399
C -2.790927 3.592687 5.012697 -0.1 0.1 0.0 -0.443
H -2.364712 3.810524 2.876035 0.0 0.0 0.0 0.360
H -2.534782 2.147991 3.427156 0.0 0.0 0.0 0.162
H -4.760977 4.216536 3.185983 0.0 0.0 0.0 0.268
H -4.761878 2.578624 2.521807 0.0 0.0 0.0 0.312
H -4.975904 1.591860 4.719202 0.0 0.0 0.0 0.251
H -5.902723 3.083020 4.971501 0.0 0.0 0.0 0.274
H -2.755937 4.684280 5.103763 0.0 0.0 0.0 0.254
H -1.913537 3.177626 5.510394 0.0 0.0 0.0 0.274
```
Forces are in eV/Å.

Its HOMO-LUMO gap is 0.35731 hartree. The SMILES is CCCCCC[C@H]1OC(=O)O[C@@H]1CC.C1CCOC1. As for the total energy: -889.297746 hartree. As for the energy relative to the best compared isomer or geometry (same formula, charge and spin): 57.61 kJ/mol.